[1]
Formula: C11H13BBrEuN
Source: the OMol25 dataset
Level of theory: wB97M-V/def2-TZVPD

Last column: Mulliken charge in e.
Geometry (Å):
C -1.348886 -0.918355 -2.287475  -0.36
C -1.669429 -2.015574 -1.424717  -0.66
C -2.574805 -1.544192 -0.413445  -0.53
H -1.311897 -3.028475 -1.532858  0.45
C -2.794353 -0.132892 -0.650072  -0.65
C -2.028449 0.234931 -1.806262  -0.39
H -2.015719 1.237537 -2.274906  0.32
H -0.757083 -0.978728 -3.194359  0.43
H -2.963857 -2.124780 0.418538  0.41
H -3.395752 0.530151 -0.036126  0.39
Eu -0.577026 -0.617990 0.503545  1.01
Br 1.125500 -2.740930 0.656506  -0.69
C 2.603444 1.496945 -0.412734  -0.53
C 1.671149 2.228375 -1.233712  -0.63
C 1.371156 1.412210 -2.377877  -0.50
H 1.195665 3.169859 -0.977801  0.34
C 2.110442 0.188736 -2.257049  -0.58
C 2.861439 0.241335 -1.039171  -0.53
H 3.425220 -0.590927 -0.610741  0.38
H 2.944479 1.797264 0.579033  0.40
H 0.630148 1.647256 -3.158304  0.43
H 2.039326 -0.663468 -2.931446  0.36
B -0.017877 0.062678 4.915198  -0.02
C -0.198649 0.430012 3.442467  0.23
N -0.354620 0.749778 2.329087  -0.64
H 0.997884 -0.569717 4.990254  -0.13
H -1.001735 -0.604307 5.240079  -0.15
H 0.034280 1.103279 5.544342  -0.16

Atoms 1-3, force components in eV/Å:
C -0.895 -0.362 0.912
C -1.134 0.790 -0.474
C -1.078 0.227 -1.736

energy = -3790.93324 Ha
multiplicity = 8
largest force on an atom = 0.065 hartree/bohr
net charge = -2
ΔE to the lowest compared entry with this formula, charge and spin = 24.8 kcal/mol
lowest unoccupied orbital energy (alpha / beta) = 5.13 / 5.12 eV
Kohn-Sham gap (alpha / beta) = 0.206 / 0.206 hartree

[2]
Formula: C11H13BCl2F12NO6S2
Source: the OMol25 dataset
Level of theory: wB97M-V/def2-TZVPD

Last column: Mulliken charge in e.
Geometry (Å):
C -3.057567 3.947363 -0.450067  -1.20
C -3.869969 2.732661 -0.923574  -0.02
Cl -5.634341 3.022195 -0.939433  -0.17
C -3.502457 1.398783 -0.263229  -0.60
Cl -1.906135 0.970949 -0.972789  -0.07
N -3.285680 1.322820 1.205777  0.30
C -3.059586 -0.122303 1.601325  -1.38
C -1.893147 -0.289807 2.590238  -0.62
C -0.685719 -1.049027 2.013491  -0.90
C 0.403492 -0.082110 1.521978  -0.77
C 1.302301 -0.705927 0.478855  0.74
F 0.511672 -1.157001 -0.543052  -0.31
F 1.964426 -1.774382 0.956477  -0.30
C 2.287593 0.275710 -0.232686  0.40
F 1.650550 1.422385 -0.458522  -0.30
F 2.627513 -0.226825 -1.383373  -0.19
S 3.917293 0.656035 0.688811  1.40
F 3.261899 0.245128 2.090229  -0.33
F 4.388884 -0.817925 0.458630  -0.25
F 4.590686 1.124476 -0.660117  -0.30
F 3.473516 2.166049 0.974518  -0.34
F 5.270207 0.956906 1.458854  -0.31
S -4.458298 1.949128 2.189521  1.07
O -4.230529 1.453693 3.503065  -0.59
O -4.644590 3.330644 1.941215  -0.54
F -5.732069 1.207400 1.656434  -0.24
H -3.718856 4.652306 0.047741  0.36
H -2.270725 3.655617 0.240398  0.27
H -2.643286 4.462935 -1.315322  0.32
H -3.632369 2.566184 -1.971433  0.56
H -4.177766 0.614325 -0.604508  0.56
H -3.963347 -0.530123 2.052791  0.50
H -2.880687 -0.700814 0.699377  0.81
H -2.267319 -0.820959 3.466316  0.45
H -1.583209 0.695157 2.940211  0.38
H -0.992484 -1.723887 1.215592  0.45
H -0.255285 -1.666238 2.804007  0.34
H 0.987395 0.244161 2.380495  0.49
H -0.050257 0.807524 1.086974  0.31
B 4.142518 -2.747476 -2.907232  0.64
O 5.340622 -3.615665 -3.140039  -0.52
C 4.996558 -4.678765 -3.834088  0.61
O 5.723278 -5.569294 -4.186052  -0.63
C 3.478711 -4.590233 -4.124996  0.60
O 2.837087 -5.400570 -4.739004  -0.63
O 3.024851 -3.480489 -3.584139  -0.48
F 4.324124 -1.498464 -3.482384  -0.34
F 3.890501 -2.632247 -1.547286  -0.24

Atoms 1-3, force components in eV/Å:
C -0.564 0.154 -0.092
C 0.553 0.126 -0.094
Cl -0.142 -0.032 0.026

energy = -3873.44078 Ha
largest force on an atom = 0.025 hartree/bohr
net charge = -1
ΔE to the lowest compared entry with this formula, charge and spin = 0.0 kcal/mol
lowest unoccupied orbital energy = 1.87 eV
Kohn-Sham gap = 0.300 hartree

[3]
Formula: C11H13BO3
Source: the OMol25 dataset
Level of theory: wB97M-V/def2-TZVPD

Last column: Mulliken charge in e.
Geometry (Å):
B -3.340673 0.226509 2.963481  0.35
C 2.802635 -3.976894 1.063131  -0.50
C 2.901129 -3.592033 -0.285403  -0.52
C 2.088769 -3.199616 1.914208  -0.40
C 2.188113 -2.472243 -0.724793  -0.45
C 1.415353 -2.109189 1.551703  -0.42
C 1.485088 -1.725526 0.187717  0.48
C 0.051756 0.306032 -0.474569  -0.03
C 0.845916 -0.545346 -0.214041  0.84
C -0.793356 1.386784 -0.671903  -0.24
C -0.486340 4.179256 -2.819979  -0.93
C -1.412688 3.131888 -2.180332  -0.38
O -1.508647 1.821523 0.202030  -0.68
O -2.942230 0.113348 1.674268  -0.46
O -0.699434 1.897721 -1.935373  -0.30
H -2.738413 0.703138 3.884541  -0.09
H -4.118384 -0.627686 3.283857  -0.11
H 3.060541 -4.970621 1.359029  0.38
H 3.546766 -4.191915 -0.893253  0.39
H 1.978548 -3.495849 2.899567  0.42
H 2.404302 -2.056704 -1.643787  0.46
H 1.021481 -1.407846 2.360021  0.30
H -2.712082 0.953607 1.418481  0.37
H 0.317412 4.196422 -2.016031  0.28
H -0.260974 3.864683 -3.857592  0.25
H -1.038597 5.179485 -2.952500  0.29
H -2.193727 2.896371 -2.862976  0.37
H -1.862263 3.514701 -1.229499  0.31

Atoms 1-3, force components in eV/Å:
B 0.305 -2.798 0.772
C -0.364 -0.433 -2.353
C -0.407 -0.163 1.227

energy = -677.43763 Ha
largest force on an atom = 0.080 hartree/bohr
ΔE to the lowest compared entry with this formula, charge and spin = 68.4 kcal/mol
lowest unoccupied orbital energy = -0.23 eV
Kohn-Sham gap = 0.331 hartree

[4]
Formula: C11H13ClN
Source: the OMol25 dataset
Level of theory: wB97M-V/def2-TZVPD

Last column: Mulliken charge in e.
Geometry (Å):
C 1.209350 -2.269396 -1.376844  -0.50
C 2.329070 -1.495792 -1.127679  -0.63
C -0.057055 -1.785467 -1.061424  -0.72
C 2.255095 -0.364273 -0.312136  -0.49
C -0.163807 -0.542557 -0.452244  0.98
C 0.948851 0.112700 -0.050698  0.13
C -0.528013 1.475038 1.237400  0.24
C -1.479547 -0.146014 -0.019025  0.80
C -2.179552 0.823756 -0.948161  -1.36
C -2.221351 -1.054679 0.849336  -1.12
C 1.767205 2.177244 1.217194  -1.04
N 0.677173 1.258707 0.819431  0.13
Cl -1.088618 2.708455 2.230416  -0.08
H 1.294598 -3.305647 -1.874426  0.32
H 3.311763 -1.886252 -1.407273  0.39
H -0.788760 -2.609670 -1.016964  0.27
H 3.077810 0.301898 -0.162214  0.39
H -2.419360 0.384826 -1.907512  0.38
H -1.785962 1.852078 -1.128273  0.32
H -3.179331 1.054959 -0.524301  0.43
H -3.293462 -0.847930 0.870428  0.38
H -1.706668 -1.013870 1.751864  0.41
H -2.036312 -2.036174 0.448923  0.29
H 2.413892 2.335343 0.363189  0.37
H 2.321936 1.691627 2.027828  0.37
H 1.321055 3.181090 1.553165  0.35

Atoms 1-3, force components in eV/Å:
C -0.333 -1.233 -1.309
C 1.162 -0.285 0.870
C 1.278 -1.904 0.413

energy = -941.55393 Ha
largest force on an atom = 0.087 hartree/bohr
net charge = +1
ΔE to the lowest compared entry with this formula, charge and spin = 50.2 kcal/mol
lowest unoccupied orbital energy = -3.86 eV
Kohn-Sham gap = 0.342 hartree

[5]
Formula: C11H13ClN2O2Pt
Source: the OMol25 dataset
Level of theory: wB97M-V/def2-TZVPD

Last column: Mulliken charge in e.
Geometry (Å):
Cl 3.029829 -0.640483 0.234916  -0.38
C 2.100000 2.289226 -2.846087  -0.50
C 0.719992 2.276925 -3.242116  -0.32
C 0.192953 0.997033 -3.021104  -0.93
H 0.200810 3.111206 -3.709024  0.54
C 1.266320 0.137554 -2.446602  0.59
C 2.468949 1.020242 -2.405933  -0.34
H 3.453027 0.650233 -2.141439  0.49
H 2.769776 3.145890 -2.959441  0.53
H -0.759000 0.594164 -3.350938  0.62
C 1.329228 -1.328545 -2.669726  -1.13
Pt 0.718697 0.656756 -0.414008  0.86
C -1.048152 1.191791 -0.599275  0.28
C 1.239875 1.390881 1.256944  0.40
O -2.155629 1.524659 -0.606230  -0.39
O 1.532490 1.824813 2.287169  -0.35
H 0.371536 -1.782910 -2.407576  0.37
H 2.102530 -1.754054 -2.025858  0.34
H 1.559171 -1.543043 -3.717813  0.37
C -1.883261 -2.485627 3.631772  -0.71
N -1.899978 -1.251277 2.865404  0.09
C -2.177128 0.007909 3.539812  -0.65
C -1.519548 -1.271495 1.608852  0.49
N -1.204878 -1.341963 0.477693  -0.31
H -2.380432 -2.298893 4.593137  0.31
H -0.852081 -2.833849 3.818812  0.37
H -2.414787 -3.281125 3.085750  0.36
H -1.262665 0.616110 3.660468  0.33
H -2.907937 0.601616 2.969114  0.35
H -2.589707 -0.223744 4.533328  0.32

Atoms 1-3, force components in eV/Å:
Cl -1.048 0.397 -0.175
C -0.082 1.375 -0.410
C 0.040 0.213 -0.045

energy = -1265.59882 Ha
multiplicity = 5
largest force on an atom = 0.108 hartree/bohr
net charge = +2
ΔE to the lowest compared entry with this formula, charge and spin = 11.4 kcal/mol
lowest unoccupied orbital energy (alpha / beta) = -6.76 / -11.53 eV
Kohn-Sham gap (alpha / beta) = 0.263 / 0.163 hartree

[6]
Formula: C11H13ClN2O4
Source: the OMol25 dataset
Level of theory: wB97M-V/def2-TZVPD

Last column: Mulliken charge in e.
Geometry (Å):
C 6.010413 0.352049 -1.084158  -0.72
H 6.318367 -0.569708 -0.574976  0.30
O 4.616641 0.405826 -1.241977  -0.30
C 3.919942 0.382735 -0.018739  -0.60
C 2.425464 0.408755 -0.318072  -0.31
H 2.212776 1.284599 -0.934395  0.29
H 2.168755 -0.479903 -0.895918  0.24
C 1.595338 0.449910 0.963807  -0.88
N 0.178251 0.437503 0.681364  -0.14
C -0.605153 -0.625114 0.970034  0.39
O -0.209810 -1.614410 1.549491  -0.63
C -2.034283 -0.492417 0.526473  0.49
C -2.705451 0.722370 0.533774  -0.58
C -4.041060 0.798378 0.154870  0.13
C -4.698455 -0.366049 -0.249786  0.30
C -4.021203 -1.583503 -0.257636  -0.49
C -2.704510 -1.651870 0.139585  -0.69
H -2.176177 -2.591802 0.162883  0.46
H -4.559214 -2.464835 -0.573513  0.45
N -6.084093 -0.379448 -0.664840  0.85
O -6.416794 -1.274380 -1.410593  -0.57
O -6.820702 0.478301 -0.239605  -0.54
Cl -4.807212 2.337479 0.157421  -0.17
H -2.216003 1.626240 0.861073  0.52
H -0.178566 1.175327 0.095373  0.28
H 1.838461 1.348696 1.540451  0.30
H 1.797294 -0.430817 1.577522  0.40
H 4.201916 1.255666 0.593260  0.33
H 4.177775 -0.524605 0.549766  0.34
H 6.437558 0.374622 -2.084282  0.25
H 6.379744 1.210413 -0.508654  0.30

Atoms 1-3, force components in eV/Å:
C 0.070 0.002 0.043
H 0.017 0.024 -0.025
O -0.257 0.000 -0.049

energy = -1297.53446 Ha
largest force on an atom = 0.022 hartree/bohr
ΔE to the lowest compared entry with this formula, charge and spin = 65.0 kcal/mol
lowest unoccupied orbital energy = -0.79 eV
Kohn-Sham gap = 0.337 hartree